Entry 1:
The following is a quantum chemistry calculation of a cluster of 2 separate species, C6H16S in total, from OMol25.

The geometry in XYZ format:
```
23
Properties=species:S:1:pos:R:3
S -2.1067 -2.3378 -0.4557
C 0.2774 -1.3674 -1.1316
C 1.2750 -0.8003 -2.1513
C -0.9045 -2.0891 -1.8185
C 0.2496 2.2733 1.9898
C 0.6296 0.9912 2.7136
C -0.4397 1.9951 0.6832
H 1.7389 -1.6251 -2.7510
H -0.0990 -0.5075 -0.5703
H 1.3301 1.2329 3.5589
H 1.0377 0.1847 2.1134
H -1.3997 -1.4741 -2.6301
H -0.9833 2.8906 0.3222
H 0.7621 -2.0440 -0.4198
H -3.1121 -2.8286 -1.2055
H -1.2081 1.2084 0.8779
H 0.6979 -0.1307 -2.8496
H -0.2451 0.4703 3.1540
H 2.0865 -0.2170 -1.6519
H 0.2495 1.6640 -0.1090
H 1.1840 2.8150 1.8137
H -0.3897 2.8243 2.6956
H -0.6302 -3.1281 -2.1783
```

The total energy comes out at -636.36562 Eh. The energy above the lowest of the compared OMol25 structures with the same formula, charge and spin is 10.1 kcal/mol. As for the structure (SMILES): CCCS.CCC. For the largest force on an atom, the calculation gives 1.6 eV Å⁻¹. The lowest unoccupied orbital energy is 0.931 eV.


Entry 2:
The following is a quantum chemistry calculation of a structure of composition C40H41BrIN7O4SW, from OMol25.

The geometry in XYZ format:
```
96
Properties=species:S:1:pos:R:3
W 0.0172 1.4098 -0.3155
I 8.3430 -1.0260 -0.9175
Br 1.4956 6.9595 0.9813
S 0.5000 -0.9697 -2.5320
O 2.0410 2.1993 -0.5599
O 1.6313 0.3979 0.5423
O -0.5376 -1.1882 -3.4984
O 0.3615 -1.4869 -1.1893
N 5.8183 -2.3610 -4.5661
N -0.5030 2.5462 -2.1938
N -0.4330 3.4073 0.4352
N 0.5805 0.6557 -2.2218
N -0.5904 1.0063 1.7430
N -1.8811 0.3416 -0.3928
N 0.3734 1.8484 -4.2966
C 0.4979 4.3677 0.5398
C -1.4032 -0.5496 5.6848
C -3.3688 -2.0137 -0.6753
C -2.5189 0.0638 -1.5403
C -1.7305 3.7194 0.5942
C 5.5661 -0.9883 0.2426
C 6.0609 0.9224 -1.1657
C 4.7798 1.3999 -0.9610
C -0.5438 4.0513 -3.9966
C -2.7441 -1.6860 0.5363
C -2.0555 -0.5048 0.6451
C -0.7786 3.7688 -2.6729
C 4.2022 -2.3920 -2.7923
C 0.0148 1.5207 2.8227
C -2.0941 -1.9132 5.6410
C -3.2837 -1.0712 -1.6993
C 3.6459 -1.4126 -4.9358
C 3.8885 0.6739 -0.1705
C -5.3290 -3.2096 -1.7026
C -2.3359 0.4697 6.3595
C -1.0955 -0.0303 4.2876
C -4.3460 -4.0717 0.4148
C -3.0164 -4.1970 -1.7055
C 2.0399 -1.4188 -3.1621
C -1.4192 -0.0382 1.9015
C -2.1472 5.0104 0.8465
C -0.0023 3.0261 -4.7811
C 0.1460 1.6807 -3.0067
C 4.2822 -0.5175 0.4357
C 2.9462 -2.0688 -2.3270
C 6.4451 -0.2760 -0.5696
C 2.5141 1.1267 -0.0573
C 4.5768 -2.0651 -4.1046
C -0.2183 1.0409 4.0894
C -0.1083 -0.6777 6.4965
C 0.1454 5.6790 0.8241
C -1.1929 6.0096 0.9712
C -4.0315 -3.3612 -0.9022
C 2.3927 -1.0942 -4.4737
C -1.7019 -0.5597 3.1494
H 2.6576 -2.3197 -1.3158
H -4.9833 -3.4680 1.0646
H -2.7839 -3.7310 -2.6640
H 0.5919 -1.3719 6.0287
H 4.4579 2.3183 -1.4329
H 6.4586 -2.8943 -4.0072
H -0.7868 5.0145 -4.4172
H 3.9248 -1.1660 -5.9524
H -2.4377 2.9053 0.5018
H -1.8440 1.4351 6.4889
H -1.5039 -2.6528 5.0961
H 1.5261 4.0784 0.3811
H 5.8811 -1.9121 0.7074
H -3.7478 -1.2361 -2.6596
H -2.3931 -1.3829 3.2348
H -0.3433 -1.0601 7.4897
H 6.7536 1.4682 -1.7902
H -1.2317 4.4827 -1.9957
H -3.4351 -5.1858 -1.8958
H -2.0826 -4.3183 -1.1538
H 3.5788 -1.0742 1.0399
H -2.2249 -2.2805 6.6582
H 0.7090 2.3336 2.6552
H 0.1548 3.1806 -5.8423
H 1.6891 -0.5914 -5.1245
H 0.2922 1.5097 4.9173
H -4.8801 -4.9972 0.2021
H -3.2013 5.2215 0.9536
H -3.2487 0.6213 5.7807
H -2.6195 0.1018 7.3458
H -6.0636 -2.6103 -1.1621
H -5.1733 -2.7633 -2.6840
H -2.7993 -2.3556 1.3794
H -1.4841 7.0306 1.1799
H 4.9049 -2.9052 -2.1477
H 6.0612 -2.2097 -5.5276
H -3.0898 -1.8591 5.1967
H -2.3710 0.7539 -2.3583
H 0.3944 0.2787 6.6374
H -3.4428 -4.3463 0.9628
H -5.7603 -4.1964 -1.8696
```

The total energy comes out at -5569.77309 Eh. For the largest force on an atom, the calculation gives 1.5 eV Å⁻¹. As for the total charge: +2. As for the spin multiplicity: 3. The lowest unoccupied orbital energy (alpha / beta) is -5.521 / -6.157 eV.


- Among the records above, which one has the highest total energy?
  C6H16S


- The highest largest force on an atom belongs to which entry?
  C6H16S